[1]
Density functional theory data (ωB97M-V with the def2-TZVPD basis set) for a structure of composition C8H11N3O3S at a distorted geometry.

XYZ file:
```
26
Properties=species:S:1:pos:R:3:forces:R:3
C -1.20930 -4.09118 0.55949 0.521 -2.046 -1.235
C -0.48197 -3.64383 -0.55953 -0.954 2.580 1.731
C -1.63274 -3.21306 1.51734 0.411 0.972 -1.900
C -0.18192 -2.27387 -0.77608 -0.916 -1.429 1.532
C -1.42214 -1.86791 1.24991 0.726 0.106 0.131
C -0.64326 -1.40963 0.20161 0.165 -1.178 -0.328
C 0.34955 0.51467 -0.66697 0.721 1.246 -2.143
C 0.68985 3.74566 -0.86275 2.483 -2.038 0.041
N -0.39793 -0.02222 0.15986 -2.019 0.188 2.368
N -0.07956 2.75410 -0.23025 -1.034 -1.522 2.483
N 0.94695 0.64709 -1.70099 -0.330 -0.694 0.133
O 1.74435 2.11928 1.40220 -2.654 -2.424 -0.184
O -0.76676 1.77380 1.90831 0.194 -1.936 -0.216
O 0.21419 3.92509 2.05555 0.508 0.565 0.031
S 0.19265 2.71056 1.30969 0.050 1.437 -1.173
H -1.53008 -5.20116 0.66309 0.928 2.008 -0.314
H -0.23830 -4.31109 -1.27459 0.915 -2.155 -2.272
H -2.17522 -3.69688 2.25291 -1.194 0.181 1.914
H 0.29592 -1.84585 -1.61859 0.611 -0.253 -0.833
H -1.75033 -1.01695 1.76205 -0.985 0.472 1.782
H 0.47745 3.83467 -1.84957 -1.011 -0.440 -3.346
H 0.43130 4.67016 -0.55044 -0.245 3.226 1.710
H 1.78669 3.55960 -0.86908 -0.205 0.307 0.473
H -0.85225 0.70130 1.10982 1.113 0.334 -1.011
H 1.70832 1.25507 -1.88035 0.684 0.360 -0.134
H 2.31004 2.82514 1.57132 1.520 2.130 0.760
```
Positions in Å, forces in eV/Å.

For the LUMO energy, the calculation gives 0.30 eV. The calculation puts the energy above the lowest of the compared OMol25 structures with the same formula, charge and spin at 103.4 kcal/mol. The total energy is -29918.3551 eV. For the maximum force, the calculation gives 0.071 hartree/bohr.

Partial charges, Mulliken, in e:
1 C -0.173
2 C -0.674
3 C -0.889
4 C -0.638
5 C -0.175
6 C 0.458
7 C 0.939
8 C -1.197
9 N -0.273
10 N -0.446
11 N -0.517
12 O -0.495
13 O -0.675
14 O -0.670
15 S 1.171
16 H 0.257
17 H 0.461
18 H 0.408
19 H 0.417
20 H 0.500
21 H 0.433
22 H 0.431
23 H 0.311
24 H 0.438
25 H 0.273
26 H 0.326


[2]
Density functional theory data (ωB97M-V with the def2-TZVPD basis set) for an isolated molecule of C5H8.

XYZ file:
```
13
Properties=species:S:1:pos:R:3:forces:R:3
C -1.51015 0.46146 -0.45714 0.001 0.065 -0.061
C -0.74443 -0.50755 0.44531 -0.124 -0.066 0.071
C 0.87698 0.40102 1.97411 -0.122 -0.253 -0.670
C 0.66603 -0.02313 0.75758 0.120 0.171 0.531
C 1.74380 -0.06357 -0.29796 0.113 0.029 -0.068
H -1.67155 1.41428 0.05753 0.033 -0.152 -0.089
H -2.48713 0.04551 -0.72633 0.153 0.057 0.047
H -0.96651 0.66746 -1.38586 -0.085 -0.050 0.140
H -0.65574 -1.49502 -0.02714 0.005 0.152 0.072
H -1.30197 -0.65782 1.37733 0.100 0.029 -0.132
H 2.69075 0.33659 0.07494 -0.160 -0.057 -0.046
H 1.91092 -1.09923 -0.61570 -0.050 0.147 0.056
H 1.44900 0.52001 -1.17666 0.017 -0.074 0.149
```
Positions in Å, forces in eV/Å.

For the LUMO energy, the calculation gives 0.00 eV. The calculation puts the energy above the lowest of the compared OMol25 structures with the same formula, charge and spin at 72.1 kcal/mol. The total energy is -5311.0409 eV. For the maximum force, the calculation gives 0.014 hartree/bohr.

Partial charges, Mulliken, in e:
1 C -1.025
2 C -0.550
3 C -0.272
4 C 0.516
5 C -1.132
6 H 0.299
7 H 0.319
8 H 0.306
9 H 0.289
10 H 0.334
11 H 0.339
12 H 0.286
13 H 0.292


[3]
Density functional theory data (ωB97M-V with the def2-TZVPD basis set) for a cluster of 3 separate species, C5H12O2 in total at a distorted geometry.

XYZ file:
```
19
Properties=species:S:1:pos:R:3:forces:R:3
C -0.94934 0.77635 -1.77165 -1.192 -0.715 -0.529
C -1.85267 -0.19886 -1.64064 1.000 0.574 0.436
C -1.95540 -0.96301 -0.34571 0.306 -0.376 0.641
C -0.89804 -2.04046 -0.17178 -0.783 -0.548 0.634
C 0.27728 -1.79609 0.39453 0.473 -0.211 0.184
H -0.90781 1.30794 -2.72765 0.447 0.036 0.603
H -0.33870 0.96670 -0.90341 0.397 0.546 -0.219
H -2.47622 -0.44907 -2.47303 -0.417 -0.265 -0.290
H -1.60630 -0.30901 0.47337 -1.124 0.324 -0.229
H -2.98363 -1.38082 -0.21850 0.812 0.481 0.241
H -1.25187 -3.07334 -0.23186 0.565 0.066 -1.050
H 1.09547 -2.50593 0.40702 -0.359 -0.459 0.240
H 0.52672 -0.90748 0.96425 -0.135 0.537 -0.644
O 4.75854 4.81158 -1.88192 0.352 -0.117 -0.493
H 4.53785 5.71998 -1.67658 -0.161 0.062 0.225
H 4.35853 4.24773 -1.22223 -0.192 0.054 0.268
O 0.08881 -1.40922 3.96524 -0.504 0.041 0.959
H 0.42538 -1.48745 4.87052 0.505 -0.041 -0.347
H -0.84861 -1.30955 4.19003 0.009 0.011 -0.629
```
Positions in Å, forces in eV/Å.

For the LUMO energy, the calculation gives 0.74 eV. The SMILES is C=CCC=C.O.O. The calculation puts the energy above the lowest of the compared OMol25 structures with the same formula, charge and spin at 64.7 kcal/mol. The total energy is -9472.3301 eV. For the maximum force, the calculation gives 0.029 hartree/bohr.

Partial charges, Mulliken, in e:
1 C -0.694
2 C -0.020
3 C -0.785
4 C 0.093
5 C -0.777
6 H 0.266
7 H 0.205
8 H 0.348
9 H 0.261
10 H 0.350
11 H 0.309
12 H 0.255
13 H 0.182
14 O -0.639
15 H 0.320
16 H 0.319
17 O -0.609
18 H 0.308
19 H 0.308


[4]
Density functional theory data (ωB97M-V with the def2-TZVPD basis set) for a structure of composition C21H17N6O9W.

XYZ file:
```
54
Properties=species:S:1:pos:R:3:forces:R:3
W -0.12194 -0.63280 -0.14801 -0.150 0.051 -0.351
O -1.84261 -1.93469 -3.64079 -0.176 0.007 0.109
C -1.66060 -1.46172 -2.43180 0.451 -0.139 -0.039
O -0.58257 -1.72627 -1.77684 -0.102 0.086 -0.303
C -2.65418 -0.71095 -1.75148 -0.175 0.206 0.230
C -3.94368 -0.32571 -2.14963 0.145 -0.099 -0.044
C -4.69225 0.43517 -1.28292 -0.050 0.058 0.081
C -4.16801 0.83498 -0.03792 0.020 -0.040 -0.064
C -2.90432 0.41890 0.28883 0.003 -0.049 -0.011
N -2.18998 -0.36024 -0.52876 0.091 0.046 -0.153
C -2.11365 0.78451 1.51253 0.219 -0.038 0.139
O -2.52337 1.43348 2.42376 -0.099 0.036 -0.048
O -0.87705 0.25610 1.45451 -0.211 0.109 -0.064
H -1.00429 -2.26687 -3.99560 0.075 -0.039 -0.022
H -4.31668 -0.61701 -3.12102 0.002 -0.001 -0.006
H -5.68700 0.74781 -1.56879 -0.002 0.001 0.001
H -4.71532 1.46581 0.64722 -0.009 0.005 0.002
O 0.65371 0.77327 -3.42944 0.027 0.007 0.034
C 0.72582 1.19894 -2.31071 -0.041 -0.074 0.001
O -0.20440 0.91095 -1.37729 -0.115 -0.183 0.465
C 1.79777 2.12733 -1.79925 -0.019 0.045 -0.113
C 1.31640 3.00118 -0.61917 0.014 0.012 0.003
C 2.26104 4.19403 -0.46817 -0.012 -0.017 0.013
C 3.51321 3.50671 0.12634 -0.039 0.020 0.050
C 3.03270 2.05830 0.23659 0.049 -0.047 -0.074
O 1.63616 2.17893 0.52326 0.053 0.006 -0.013
C 3.00480 1.38464 -1.16021 0.044 -0.031 -0.065
C 2.92703 -0.12039 -0.95499 -0.102 0.078 0.357
O 3.92896 -0.75156 -0.73798 0.059 -0.043 -0.090
O 1.72619 -0.69826 -0.86938 -0.073 -0.040 -0.084
H 2.13534 2.71888 -2.64872 -0.014 0.017 0.015
H 0.25593 3.22978 -0.61614 0.008 -0.003 -0.016
H 2.45164 4.68470 -1.42102 -0.004 0.008 -0.005
H 1.84536 4.93059 0.21600 -0.001 -0.018 0.015
H 4.40402 3.60450 -0.49125 -0.001 -0.021 -0.019
H 3.74151 3.89466 1.11725 0.023 0.010 -0.012
H 3.53571 1.48046 1.00756 0.012 0.023 -0.006
H 3.93041 1.56474 -1.70166 0.004 -0.009 -0.011
N 2.51351 -1.58880 3.19818 0.000 0.102 0.061
C 2.36414 -0.99289 2.02058 0.012 -0.021 -0.093
N 1.15813 -1.28113 1.56341 0.092 -0.038 0.192
C 0.62349 -2.08499 2.53117 0.157 0.133 -0.063
N 1.41915 -2.28892 3.54376 -0.093 -0.165 -0.024
C -0.62768 -2.74765 2.21872 -0.043 -0.003 -0.176
C -1.30004 -3.63673 3.04288 -0.008 -0.023 0.026
N -2.36057 -4.30597 2.61428 -0.007 -0.003 -0.003
C -2.74072 -4.09710 1.36050 0.006 0.043 -0.071
C -2.09560 -3.18859 0.53222 -0.017 -0.027 0.067
N -1.03913 -2.50204 0.96408 -0.040 0.043 0.118
H 3.32152 -1.58259 3.80125 0.001 0.011 0.017
H 3.13188 -0.42879 1.52350 -0.005 0.006 0.007
H -0.96584 -3.80739 4.05825 0.026 0.012 -0.001
H -3.58925 -4.65859 0.99098 0.000 -0.010 0.029
H -2.43481 -3.02067 -0.47863 0.015 0.004 0.013
```
Positions in Å, forces in eV/Å.

For the LUMO energy (spin up / spin down), the calculation gives -4.55 / -4.53 eV. The spin multiplicity is 3. The calculation puts the energy above the lowest of the compared OMol25 structures with the same formula, charge and spin at 17.9 kcal/mol. The total energy is -51243.7672 eV. As for the expectation value of S²: 2.02. For the maximum force, the calculation gives 0.010 hartree/bohr. Its net charge is +1.

Partial charges, Mulliken, in e:
1 W 2.798
2 O -0.495
3 C 0.265
4 O -0.699
5 C 0.788
6 C -0.902
7 C -0.454
8 C -0.719
9 C 0.680
10 N 0.453
11 C -0.027
12 O -0.598
13 O -0.727
14 H 0.423
15 H 0.592
16 H 0.481
17 H 0.576
18 O -0.633
19 C -0.330
20 O -0.568
21 C -0.030
22 C -0.204
23 C -0.994
24 C -0.970
25 C -0.119
26 O -0.506
27 C 0.430
28 C -0.648
29 O -0.604
30 O -0.600
31 H 0.800
32 H 0.746
33 H 0.369
34 H 0.368
35 H 0.394
36 H 0.313
37 H 0.493
38 H 0.668
39 N 0.218
40 C -0.478
41 N -0.047
42 C 0.363
43 N -0.739
44 C 0.420
45 C -0.411
46 N -0.523
47 C -0.503
48 C -0.006
49 N 0.102
50 H 0.214
51 H 0.408
52 H 0.459
53 H 0.402
54 H 0.310


[5]
Density functional theory data (ωB97M-V with the def2-TZVPD basis set) for a structure of composition ClH16LiO8 at a distorted geometry.

XYZ file:
```
26
Properties=species:S:1:pos:R:3:forces:R:3
Li -1.87453 2.70114 0.37370 0.700 -1.009 -0.129
Cl -0.47255 0.65224 -0.11553 -0.790 0.908 0.426
O -1.44797 -1.87705 2.34304 -0.300 -0.130 0.224
H -1.26831 -1.64012 1.43319 0.188 0.232 -0.310
H -0.84716 -2.59940 2.52604 0.187 -0.215 0.019
O -2.88998 -0.77556 -1.98455 -0.134 0.208 -0.185
H -3.10551 -1.67911 -1.75350 -0.082 -0.315 -0.070
H -2.59131 -0.38282 -1.16432 0.196 0.189 0.356
O 1.72730 -1.92523 0.83275 -0.061 -0.141 0.411
H 1.74650 -1.22283 0.18276 -0.033 0.325 -0.234
H 1.42785 -2.69368 0.34692 0.100 -0.190 -0.107
O 2.51154 2.25259 -1.57205 0.020 0.220 -0.505
H 2.16322 1.48718 -1.11484 -0.115 -0.144 0.167
H 2.54500 2.93683 -0.90353 0.139 -0.005 0.303
O 2.42270 1.87595 1.43599 0.164 0.243 -0.197
H 1.50418 1.60659 1.43466 -0.372 -0.184 -0.017
H 2.79825 1.44438 2.20341 0.120 -0.096 0.212
O -0.70969 1.74128 -3.32196 -0.168 0.138 -0.355
H -1.00059 1.21007 -2.58072 0.051 -0.388 0.236
H -0.81387 2.64525 -3.02493 0.176 0.216 -0.037
O -0.24621 -2.27361 -2.06045 0.165 -0.326 -0.145
H -0.68154 -1.58830 -1.55344 -0.173 0.463 0.007
H 0.08442 -2.88540 -1.40271 0.061 -0.217 0.035
O -0.44345 0.65125 3.33583 0.171 0.805 0.334
H -0.36870 0.52270 2.39024 -0.081 -0.326 -0.419
H -0.16957 -0.18435 3.71400 -0.130 -0.260 -0.020
```
Positions in Å, forces in eV/Å.

For the LUMO energy, the calculation gives -1.91 eV. The calculation puts the energy above the lowest of the compared OMol25 structures with the same formula, charge and spin at 7.1 kcal/mol. The total energy is -29368.4877 eV. For the maximum force, the calculation gives 0.025 hartree/bohr.

Partial charges, Mulliken, in e:
1 Li 0.877
2 Cl -0.815
3 O -0.613
4 H 0.310
5 H 0.318
6 O -0.612
7 H 0.312
8 H 0.308
9 O -0.581
10 H 0.294
11 H 0.265
12 O -0.612
13 H 0.305
14 H 0.299
15 O -0.621
16 H 0.323
17 H 0.302
18 O -0.567
19 H 0.312
20 H 0.265
21 O -0.592
22 H 0.237
23 H 0.287
24 O -0.606
25 H 0.304
26 H 0.303